24
Properties=species:S:1:pos:R:3:forces:R:3:mulliken_charge:R:1 method="wB97M-V/def2-TZVPD" total_charge=0 energy_ha=-609.14043 relative_energy_ev=1.300 smiles="COC(=O)OC.CC#N.CC#N"
C 0.3195 3.4204 -4.2929 -0.25 -0.01 -0.61 -0.65
O 0.2119 2.4381 -3.2741 -0.03 -0.14 0.19 -0.32
C -0.0657 2.9147 -2.0533 0.21 0.01 -0.09 0.80
O -0.2405 4.0709 -1.7711 -0.04 0.19 -0.11 -0.55
O -0.0959 1.8995 -1.2088 -0.07 -0.27 0.14 -0.27
C -0.3088 2.2708 0.1615 0.46 0.11 0.05 -0.62
H -0.5265 4.1033 -4.2600 0.11 0.15 0.12 0.31
H 0.2823 2.8886 -5.2462 0.07 -0.07 0.22 0.22
H 1.2624 3.9587 -4.2320 -0.02 0.11 0.17 0.28
H -0.2553 1.3537 0.7345 -0.23 -0.11 -0.09 0.16
H -1.2499 2.8039 0.2641 -0.06 -0.07 0.08 0.32
H 0.5137 2.9048 0.4995 -0.14 0.08 -0.09 0.30
C 1.9984 -1.8495 3.5044 -0.12 -0.43 -0.37 -0.80
C 1.8336 -0.9011 2.4116 0.02 -0.08 0.28 0.37
N 1.6916 -0.1755 1.5385 0.02 0.32 -0.18 -0.36
H 2.6669 -2.6422 3.1657 0.07 0.06 0.12 0.25
H 1.0362 -2.3199 3.7041 -0.01 0.09 0.09 0.24
H 2.3924 -1.3843 4.4012 0.02 0.10 0.02 0.33
C -2.3091 -4.5734 0.9777 -0.18 -0.08 -0.25 -0.78
C -1.1274 -3.7279 1.0459 0.22 0.02 0.14 0.32
N -0.1842 -3.0744 1.0882 -0.11 -0.11 0.09 -0.33
H -2.1102 -5.5722 1.3591 0.15 0.02 0.04 0.27
H -2.6067 -4.6615 -0.0675 -0.10 -0.01 0.06 0.26
H -3.1288 -4.1454 1.5500 0.01 0.09 -0.02 0.26

21
Properties=species:S:1:pos:R:3:forces:R:3:mulliken_charge:R:1 method="wB97M-V/def2-TZVPD" total_charge=0 energy_ha=-474.70113 relative_energy_ev=1.769 smiles="C=C=C(C)C(N)(N)C(N)=O"
C -2.0529 -0.1675 1.8251 -0.04 -0.21 0.10 -0.90
C -1.3381 -0.2819 0.7469 -0.68 0.09 -0.46 -0.24
C -0.7032 -0.3249 -0.3906 0.23 -0.13 0.14 0.48
C -1.3490 -0.7841 -1.6705 -0.08 -0.05 0.16 -1.56
C 0.7802 0.0368 -0.4056 0.16 0.14 1.09 1.40
N 0.9511 1.3499 -0.9973 -0.39 0.54 0.34 -0.63
N 1.6325 -0.9411 -1.0346 0.16 -0.51 -0.10 -0.63
C 1.1873 0.1092 1.1352 0.81 0.48 -1.04 -0.10
N 1.0232 1.3294 1.6777 -0.07 0.07 0.07 -0.29
O 1.6933 -0.8318 1.7068 -0.12 -0.28 0.07 -0.67
H -2.1133 -0.9658 2.5483 -0.01 -0.19 0.05 0.27
H -2.6179 0.7260 2.0430 0.07 0.22 0.00 0.26
H -2.4311 -0.7542 -1.5695 -0.02 0.00 -0.07 0.43
H -1.0547 -0.1480 -2.5049 -0.02 0.00 -0.09 0.33
H -1.0675 -1.8120 -1.9056 0.03 -0.01 -0.07 0.28
H 0.4487 1.4569 -1.8705 0.28 -0.10 0.02 0.27
H 1.9392 1.5523 -1.1069 -0.17 -0.10 -0.30 0.26
H 1.1277 -1.5620 -1.6542 0.02 0.07 0.00 0.25
H 2.1115 -1.5095 -0.3434 -0.17 0.02 0.12 0.27
H 1.2527 1.4786 2.6461 -0.10 -0.08 -0.06 0.24
H 0.5803 2.0438 1.1244 0.11 0.03 0.02 0.27

15
Properties=species:S:1:pos:R:3:forces:R:3:mulliken_charge:R:1 method="wB97M-V/def2-TZVPD" total_charge=0 energy_ha=-682.59333 relative_energy_ev=3.913
N -1.2795 -1.4853 0.8079 -2.53 -2.25 0.04 -0.52
P -0.1936 -1.6832 -0.4087 2.32 0.28 -1.80 0.25
N 0.9901 -2.6233 0.2997 2.94 1.16 0.85 -0.58
C 0.5365 -0.1818 -0.8276 -0.38 -1.96 1.29 -0.24
C -0.0113 0.9700 -1.2049 -0.10 2.00 -0.64 0.00
C -0.0823 2.1633 -0.5188 -1.30 2.18 -2.27 -0.47
C 0.2680 2.1989 0.8146 0.92 1.80 1.04 0.16
O 0.6483 1.2045 1.4158 0.06 -0.38 0.58 -0.55
H -2.1128 -2.0710 0.5139 1.08 0.70 0.93 0.28
H -1.6222 -0.5736 0.7603 -0.63 2.15 0.43 0.27
H 1.8380 -1.9969 0.5825 -2.06 -1.69 -0.44 0.31
H 1.3572 -3.4200 -0.2087 -0.32 0.23 -0.11 0.27
H -0.2488 1.0210 -2.2563 -0.29 -0.16 -0.43 0.35
H -0.3716 3.1685 -1.0009 0.37 -2.02 0.51 0.25
H 0.2839 3.3089 1.2312 -0.06 -2.02 0.01 0.22

11
Properties=species:S:1:pos:R:3:forces:R:3:mulliken_charge:R:1 method="wB97M-V/def2-TZVPD" total_charge=0 energy_ha=-285.26033 relative_energy_ev=4.198 smiles="C=C=C(C)N=O"
C 2.0958 0.6930 0.3713 0.18 0.27 0.35 -0.66
C 0.9882 0.2079 -0.0615 0.52 0.03 0.33 0.22
C -0.2732 0.0417 -0.3104 0.31 -0.25 -0.12 0.46
C -1.1127 -1.0684 0.1994 -0.19 -0.27 -0.04 -1.00
N -0.7563 1.1935 -0.9855 -1.20 -0.28 0.12 -0.11
O -1.9565 1.2548 -0.8524 -0.41 0.65 -0.56 -0.34
H 1.9303 1.3699 1.2142 0.67 -0.16 -0.11 0.23
H 3.0583 0.4850 -0.0609 0.22 0.10 0.08 0.26
H -1.4477 -1.6830 -0.6359 -0.07 -0.12 0.03 0.29
H -0.4896 -1.6671 0.8647 -0.21 -0.08 -0.05 0.32
H -2.0042 -0.7228 0.7249 0.17 0.11 -0.03 0.33

22
Properties=species:S:1:pos:R:3:forces:R:3:mulliken_spin:R:1 method="wB97M-V/def2-TZVPD" total_charge=+2 energy_ha=-379.06585 relative_energy_ev=0.000 spin_multiplicity=3
C 2.3285 3.3052 -0.0067 -0.09 -0.70 0.04 0.01
C 3.4219 -3.1470 0.0703 0.25 0.09 -0.02 0.02
C 4.4223 -2.0247 -0.1742 -0.97 0.20 0.11 0.00
C 3.8852 -0.6624 -0.0759 11.86 -2.37 -2.54 0.93
N 2.3467 2.1577 0.0674 -0.02 0.18 0.03 0.00
N 2.2485 4.5901 -0.0959 -0.02 1.05 -0.04 0.01
N 2.6779 -0.3673 0.1880 -10.85 1.97 2.41 0.91
N -10.9164 0.1568 0.0157 -0.07 0.01 0.01 0.00
H 2.6058 -3.1134 -0.6481 -0.12 -0.09 -0.08 0.00
H 3.0184 -3.1053 1.0805 -0.07 -0.07 0.10 0.00
H 3.9194 -4.1055 -0.0432 -0.07 -0.08 0.01 0.00
H 5.2667 -2.1020 0.5200 0.38 -0.13 0.02 0.08
H 4.8732 -2.1220 -1.1693 0.35 -0.20 -0.16 0.08
H 4.5785 0.1547 -0.2505 -0.28 0.00 0.10 0.02
H 2.8824 5.0960 -0.6927 0.02 0.05 -0.01 0.00
H 1.7252 5.0997 0.5984 0.02 0.07 -0.02 0.00
H 1.9995 -1.1032 0.3565 -0.17 -0.07 0.11 -0.06
H 2.3901 0.6667 0.1977 -0.15 0.12 -0.05 0.01
H -10.1096 -0.3414 -0.3826 -0.18 0.11 0.09 0.00
H -10.9203 1.1305 -0.3189 -0.01 -0.24 0.09 0.00
H -11.7861 -0.3089 -0.2803 0.21 0.11 0.07 0.00
H -10.8579 0.1457 1.0435 -0.01 0.01 -0.25 0.00

16
Properties=species:S:1:pos:R:3:forces:R:3:mulliken_charge:R:1 method="wB97M-V/def2-TZVPD" total_charge=0 energy_ha=-706.63198 relative_energy_ev=5.828
C -0.1590 -1.2933 -0.3499 1.15 0.85 -4.45 0.39
C -1.2008 -0.0682 -0.5812 -1.05 1.57 2.46 -0.85
C -0.7509 1.3474 0.0040 3.12 0.52 0.12 -0.29
C 0.5034 1.4850 0.6395 -1.96 2.73 1.12 -0.42
C 1.3573 0.2588 0.7367 0.54 3.49 -0.71 -0.12
C 1.1091 -0.3610 -0.4753 -1.09 -2.70 -2.52 -0.55
H -1.3635 -1.9784 1.3182 5.54 -0.49 -2.51 0.39
H -0.1057 -1.8434 -1.4445 -0.82 0.30 2.93 0.18
H -1.4566 0.1458 -1.6197 0.19 -0.66 -0.12 0.35
H -2.2057 -0.1164 -0.0229 1.17 -0.90 -0.82 0.35
H -1.3215 2.2970 -0.3409 0.64 -1.90 1.16 0.31
H 0.7936 2.4520 1.2562 -0.75 -1.80 -1.68 0.28
H 1.2121 -0.3015 1.5813 -0.02 -1.44 2.00 0.36
H 0.8193 0.3211 -1.3045 0.94 -0.63 0.55 0.40
O -0.1737 -2.0770 0.8047 -5.84 0.90 1.79 -0.61
S 2.9425 -0.2679 -0.2016 -1.74 0.16 0.68 -0.18

65
Properties=species:S:1:pos:R:3:forces:R:3:mulliken_spin:R:1 method="wB97M-V/def2-TZVPD" total_charge=+2 energy_ha=-2324.12246 relative_energy_ev=0.000 spin_multiplicity=6
P 0.1345 -1.4266 -1.7837 0.35 -1.58 -2.64 0.04
P -0.0468 1.6212 -1.8039 0.57 0.15 -1.53 0.17
C -0.1345 -0.6152 -3.4220 -0.23 -0.61 0.12 0.01
C 0.3457 0.8294 -3.4204 0.18 0.60 0.14 0.00
H -1.2082 -0.6956 -3.6503 0.24 0.12 0.02 0.00
H 0.3892 -1.2118 -4.1795 -0.19 0.23 0.00 0.00
H 1.4359 0.8945 -3.5568 -0.26 -0.03 -0.01 0.00
H -0.1253 1.4069 -4.2286 0.23 -0.18 0.07 0.00
C -1.7475 2.2555 -1.8972 0.16 -0.03 0.35 0.02
H -1.9197 2.8591 -0.9972 -0.13 -0.09 -0.25 0.00
H -2.4452 1.4090 -1.9097 0.04 0.28 -0.11 -0.01
H -1.8674 2.8700 -2.7965 -0.02 -0.10 0.14 0.02
C 1.0749 2.9640 -1.3623 -0.06 0.02 -0.19 0.01
H 1.1141 3.7037 -2.1705 0.07 -0.04 0.21 0.01
H 2.0717 2.5465 -1.1716 -0.20 0.17 -0.11 0.00
H 0.7008 3.4233 -0.4375 0.12 -0.04 -0.26 0.00
C -0.9792 -2.8480 -1.7162 0.02 -0.16 -0.24 0.00
H -0.7181 -3.5015 -0.8791 -0.11 0.06 -0.28 0.00
H -0.8968 -3.4170 -2.6467 -0.11 0.01 0.09 0.00
H -2.0112 -2.4997 -1.5810 0.23 -0.08 -0.11 0.00
C 1.8456 -2.0274 -1.8409 -0.17 -0.24 0.03 -0.01
H 2.5415 -1.1867 -1.7344 -0.09 -0.20 -0.07 0.00
H 2.0078 -2.5299 -2.7993 0.13 0.01 0.16 0.00
H 2.0058 -2.7370 -1.0206 0.12 0.15 -0.21 0.00
Ir -0.0883 0.0101 -0.2267 -1.10 0.90 2.32 1.42
C 0.5522 1.7349 -7.0424 -0.18 0.22 0.24 0.00
C -0.7631 1.7827 -6.8048 0.33 0.29 -0.25 0.00
C -1.8325 1.0108 -7.5230 -0.20 -0.37 0.01 0.00
C -1.4187 -0.3539 -8.1287 -0.52 0.03 -0.26 0.00
C -0.7360 -1.2925 -7.1698 0.08 -0.21 0.21 0.00
C 0.5699 -1.3587 -6.8951 -0.26 -0.27 -0.26 0.00
C 1.6626 -0.5371 -7.5181 0.17 0.35 0.03 0.00
C 1.2655 0.8660 -8.0422 0.56 -0.03 -0.25 0.00
C 0.0899 -1.6883 0.9946 0.81 -1.43 0.46 0.37
H 1.2201 2.4239 -6.5071 -0.38 -0.23 0.02 0.00
H -1.1496 2.5200 -6.0901 0.24 -0.14 -0.15 0.00
H -2.2619 1.6206 -8.3367 0.13 -0.08 0.30 0.00
H -2.6585 0.8397 -6.8155 0.12 0.03 -0.16 0.00
H -2.3554 -0.8484 -8.4341 0.32 0.21 -0.07 0.00
H -0.8409 -0.1943 -9.0468 -0.23 -0.21 0.35 0.00
H -1.4204 -2.0166 -6.7066 0.39 0.23 0.05 0.00
H 0.9324 -2.1464 -6.2227 -0.23 0.15 -0.17 0.00
H 2.1237 -1.0881 -8.3560 -0.14 0.06 0.30 0.00
H 2.4617 -0.4146 -6.7705 -0.10 -0.02 -0.16 0.00
H 2.2104 1.3805 -8.2823 -0.32 -0.20 -0.10 0.00
H 0.7177 0.7704 -8.9872 0.22 0.19 0.37 0.00
H 0.9079 -1.4902 1.7062 -0.06 0.06 -0.29 -0.02
H 0.2777 -2.6553 0.5069 -0.06 0.45 0.57 -0.01
H -0.8634 -1.7351 1.5495 0.08 0.21 -0.40 0.03
O 2.3771 3.0600 4.5569 -0.19 -0.83 -0.96 0.15
S 2.0995 1.7518 4.0230 -0.46 -0.68 1.38 -0.03
O 3.1115 0.7227 4.0925 -0.65 0.93 -0.67 0.13
N 1.4433 1.8519 2.5010 4.42 1.80 -0.60 0.68
C 0.2159 1.3694 2.3866 -4.45 -1.79 2.58 0.41
O -0.4259 1.2382 1.2748 -0.03 1.42 1.93 0.29
C -0.3667 0.9867 3.6991 0.48 0.67 -4.02 0.19
C -1.6317 0.4436 3.9477 -2.28 -1.30 2.01 0.16
C -1.9124 -0.0068 5.2371 -0.89 0.45 -3.09 0.15
C -0.9331 0.0968 6.2487 -0.38 -0.61 1.68 0.39
C 0.3257 0.6608 5.9879 1.86 1.19 -1.68 0.19
C 0.5786 1.1044 4.6960 1.84 -0.03 3.61 0.23
H -2.3440 0.3955 3.1312 -0.08 -0.08 0.26 0.01
H -2.8884 -0.4437 5.4618 0.38 0.17 -0.05 0.01
H -1.1714 -0.2755 7.2476 0.16 0.19 -0.30 0.00
H 1.0948 0.7465 6.7564 -0.28 -0.09 -0.11 0.00

24
Properties=species:S:1:pos:R:3:forces:R:3:mulliken_charge:R:1 method="wB97M-V/def2-TZVPD" total_charge=+1 energy_ha=-364.15558 relative_energy_ev=0.538
C -2.0513 0.6484 1.8116 -0.16 0.49 -0.14 -1.00
C 0.4347 0.9053 1.8376 -0.90 0.89 -1.32 0.73
N -0.7041 0.4815 1.2822 0.66 -0.52 0.47 -0.03
N 0.4177 1.9757 2.6265 0.40 -0.35 0.82 -0.37
N 1.5985 0.4494 1.3701 0.27 -0.92 0.05 -0.32
H -0.6134 -0.2582 0.5978 0.10 0.07 0.04 -0.06
H -0.4517 2.4204 2.8750 0.17 -0.09 0.10 0.19
H 1.2343 2.1430 3.1975 -0.24 0.33 -0.04 0.24
H 1.5813 -0.3577 0.7608 -0.07 0.03 0.07 0.12
H 2.4614 0.5434 1.8819 -0.07 0.38 0.03 0.26
H -2.0815 1.2227 2.7345 0.23 -0.07 0.05 0.42
H -2.4747 -0.3298 2.0288 -0.12 0.06 -0.15 0.31
H -2.6358 1.2041 1.0788 -0.22 -0.25 0.06 0.33
C 0.7884 -0.6810 -1.9268 -1.08 0.47 -0.13 0.17
C 0.3349 -0.4748 -3.3621 -0.78 -0.75 -0.77 -1.42
C -0.0647 -1.7230 -1.2099 1.13 -1.21 0.65 -1.32
H 1.8477 -0.9106 -1.8585 0.11 -0.10 -0.12 0.29
H 0.6180 0.2843 -1.4546 0.30 0.24 0.39 0.27
H -0.7522 -0.3615 -3.4828 0.07 0.30 0.66 0.36
H 0.4635 -1.3817 -3.9681 0.66 0.26 0.03 0.35
H 0.4844 -2.2028 -0.3790 -0.04 0.53 0.25 0.38
H -1.0116 -1.3628 -0.8021 -0.19 -0.13 -0.55 0.35
H 0.7643 0.4009 -3.8355 0.36 -0.10 -0.12 0.36
H -0.1880 -2.6351 -1.8036 -0.59 0.42 -0.34 0.40